i.
{"formula": "C4H11S2", "method": "wB97M-V/def2-TZVPD", "species": ["H", "S", "C", "H", "H", "H", "H", "H", "H", "H", "C", "H", "C", "C", "H", "S", "H"], "positions_angstrom": [[4.571, -1.187, 1.285], [-2.592, 1.783, 1.049], [-2.341, 0.616, -0.351], [-3.517, -0.126, -2.034], [-4.461, 0.712, -0.746], [1.020, -0.833, -1.712], [-1.646, 1.111, -1.084], [-3.858, -0.863, -0.416], [2.963, -0.280, 1.673], [3.135, -1.987, 1.621], [1.323, -1.025, -0.672], [0.974, -0.226, -0.012], [3.510, -1.057, 1.096], [-3.617, 0.057, -0.954], [0.945, -1.975, -0.282], [3.129, -0.905, -0.628], [-1.549, -0.124, -0.118]], "charge": -1, "orbital_gap_ev": 5.0, "mol_weight_g_mol": 123.3}

---

ii.
{"formula": "C4H11S2", "method": "wB97M-V/def2-TZVPD", "species": ["H", "C", "H", "C", "S", "C", "H", "S", "H", "H", "H", "C", "H", "H", "H", "H", "H"], "positions_angstrom": [[2.104, 0.170, -0.171], [-2.705, 2.258, -1.214], [2.504, -2.960, 2.062], [1.766, -0.860, -0.248], [-0.771, 0.539, -2.299], [-1.986, 0.897, -0.953], [3.131, -1.307, 2.244], [0.889, -1.305, 1.291], [-1.855, 2.943, -1.256], [-2.762, 0.127, -0.938], [2.521, -1.575, -0.554], [2.242, -1.938, 2.320], [-1.392, 0.861, -0.042], [-3.387, 2.579, -0.421], [-3.191, 2.159, -2.178], [1.922, -1.810, 3.354], [0.970, -0.780, -0.996]], "charge": -1, "orbital_gap_ev": 5.6, "mol_weight_g_mol": 123.3}

---

iii.
{"formula": "C4H11S2", "method": "wB97M-V/def2-TZVPD", "species": ["H", "C", "H", "H", "H", "H", "C", "H", "H", "C", "S", "H", "H", "H", "H", "S", "C"], "positions_angstrom": [[2.256, -0.968, 2.582], [2.315, -1.805, 1.880], [-0.818, -0.769, -2.796], [-1.404, -0.496, -0.434], [3.114, -1.598, 1.162], [0.529, 0.340, -2.685], [-1.901, 2.247, 0.483], [-1.829, 3.327, 0.600], [-2.911, 1.925, 0.733], [-0.674, 0.189, -0.855], [-1.450, 1.798, -1.213], [0.102, 0.365, -0.115], [2.595, -2.696, 2.448], [-1.191, 1.775, 1.162], [0.614, -1.212, -1.877], [0.708, -2.037, 1.033], [-0.056, -0.385, -2.109]], "charge": -1, "orbital_gap_ev": 5.5, "mol_weight_g_mol": 123.3}

---

Each structure's energy above the most stable one, in hartree: i 0.0230; ii 0.0077; iii 0.0000.

---

i.
{"formula": "C7H15NO2", "method": "wB97M-V/def2-TZVPD", "species": ["O", "H", "C", "H", "H", "H", "C", "H", "C", "H", "H", "H", "H", "N", "H", "H", "H", "H", "C", "C", "C", "C", "H", "O", "H"], "positions_angstrom": [[-0.091, 2.434, 0.389], [-0.967, -0.430, -2.251], [1.592, -0.198, 1.839], [1.392, -1.042, 2.503], [1.349, 0.377, -0.234], [-2.974, 1.447, 0.074], [-0.270, 1.580, -0.436], [2.668, -0.016, 1.832], [-1.247, 0.410, -0.278], [-2.244, 0.781, -2.163], [1.485, -1.815, -1.228], [-0.809, -0.771, 1.459], [1.646, -2.580, 0.360], [-2.368, 0.799, 0.566], [1.094, 0.680, 2.249], [-0.682, -1.662, -0.057], [-2.514, -0.827, -1.477], [-2.021, 1.276, 1.392], [-1.775, -0.047, -1.636], [1.820, -1.664, -0.204], [1.082, -0.488, 0.432], [-0.447, -0.717, 0.432], [2.892, -1.475, -0.222], [0.419, 1.576, -1.641], [0.971, 2.372, -1.702]], "orbital_gap_ev": 10.4, "smiles": "CC(C)C[C@@](C)(N)C(=O)O", "mol_weight_g_mol": 145.2}

---

ii.
{"formula": "C7H15NO2", "method": "wB97M-V/def2-TZVPD", "species": ["H", "H", "H", "C", "H", "N", "H", "H", "C", "C", "O", "H", "O", "C", "H", "H", "H", "C", "C", "H", "H", "C", "H", "H", "H"], "positions_angstrom": [[2.291, -0.411, -0.275], [1.149, -1.835, -0.300], [0.474, 1.482, 2.420], [-0.275, 0.205, -1.562], [0.358, 1.849, -2.730], [-0.383, -0.945, -2.135], [-2.190, 0.141, -1.694], [1.813, 0.422, 2.607], [0.682, 1.324, -1.828], [1.584, -1.027, 0.289], [-1.738, 1.248, 1.419], [2.223, -1.538, 1.020], [-1.582, 0.736, -1.213], [-2.188, -1.026, 0.742], [0.677, 2.030, -0.999], [1.691, 0.938, -1.975], [-2.393, -1.367, 1.756], [1.169, 0.870, 1.841], [0.505, -0.198, 0.975], [0.087, -0.911, 1.694], [1.781, 1.546, 1.238], [-1.438, 0.270, 0.802], [-3.155, -0.809, 0.277], [-1.670, -1.715, 0.073], [0.528, -1.282, -2.441]], "orbital_gap_ev": 9.0, "mol_weight_g_mol": 145.2}

---

Each structure's energy above the most stable one, in hartree: i 0.0000; ii 0.1370.

---

i.
{"formula": "CH3ClN2", "method": "wB97M-V/def2-TZVPD", "species": ["N", "H", "C", "Cl", "H", "H", "N"], "positions_angstrom": [[2.609, -0.710, 0.680], [-0.146, -1.521, -0.153], [1.678, -1.190, 0.053], [3.432, 0.465, -0.200], [0.131, 1.520, 0.530], [0.596, 1.070, 0.149], [0.757, -1.828, -0.357]], "orbital_gap_ev": 10.7, "smiles": "N=C=NCl.[H][H]", "mol_weight_g_mol": 78.5}

---

ii.
{"formula": "CH3ClN2", "method": "wB97M-V/def2-TZVPD", "species": ["N", "C", "H", "Cl", "H", "H", "N"], "positions_angstrom": [[-0.434, -0.449, -0.151], [1.032, -0.100, -0.336], [-0.711, -0.833, 0.807], [3.680, 0.043, -0.056], [-1.093, 0.259, -0.492], [0.908, 0.615, -1.181], [2.125, -0.555, 0.306]], "orbital_gap_ev": 10.1, "smiles": "N/C=N/Cl", "mol_weight_g_mol": 78.5}

---

iii.
{"formula": "CH3ClN2", "method": "wB97M-V/def2-TZVPD", "species": ["N", "Cl", "H", "H", "N", "H", "C"], "positions_angstrom": [[0.014, -0.105, -0.345], [-0.131, 4.088, -0.563], [-1.260, 0.697, 1.242], [0.066, -1.164, -0.283], [0.925, 2.801, -0.663], [0.611, 0.350, -1.005], [-0.598, 0.809, 0.360]], "orbital_gap_ev": [7.4, 7.5], "mol_weight_g_mol": 78.5}

---

Each structure's energy above the most stable one, in hartree: i 0.0307; ii 0.0000; iii 0.1736.

---

i.
{"formula": "C17H23AlCl2N3O5P", "method": "wB97M-V/def2-TZVPD", "species": ["O", "H", "N", "H", "C", "H", "N", "C", "C", "N", "H", "H", "C", "H", "H", "H", "H", "O", "C", "H", "Al", "C", "H", "C", "H", "C", "H", "C", "C", "O", "H", "H", "H", "H", "H", "H", "H", "H", "C", "Cl", "C", "C", "C", "O", "H", "C", "H", "Cl", "C", "P", "C", "O"], "positions_angstrom": [[-2.094, 1.287, -2.196], [-3.888, -0.757, -4.074], [1.022, -3.938, -1.327], [-4.307, 0.065, 2.344], [-0.246, -3.224, -1.464], [0.694, -4.417, 0.687], [2.525, -2.059, -1.707], [2.045, -3.450, -2.178], [0.615, 3.009, 1.260], [1.907, -2.713, 0.559], [3.156, 4.166, 1.725], [3.821, -2.853, -0.230], [-1.516, 2.815, 3.059], [1.131, -0.837, 1.139], [2.140, 5.312, 0.785], [3.336, -1.787, -2.266], [-2.341, 2.745, 3.752], [1.404, 4.790, 2.658], [-3.042, -0.552, -3.427], [2.339, -4.703, 0.099], [-1.610, 0.424, -0.790], [-0.546, 3.731, 3.288], [-3.282, 0.636, 3.682], [2.959, -2.184, -0.231], [1.420, 3.088, 0.545], [2.504, 5.039, 1.776], [-0.568, 4.393, 4.141], [0.787, -1.788, 0.729], [0.531, 3.847, 2.371], [-3.231, 1.706, -4.078], [-0.586, -3.239, -2.501], [-1.012, -3.720, -0.864], [3.041, 5.873, 2.215], [0.069, -2.215, 1.432], [3.255, -1.187, 0.096], [-4.241, 1.786, 2.758], [1.704, -3.337, -3.207], [1.203, -0.952, -2.935], [-2.540, 1.043, 1.715], [-1.589, -1.292, -4.103], [-1.492, 1.955, 1.918], [1.452, -1.027, -1.876], [1.489, -4.021, 0.056], [-2.621, 0.292, 0.658], [2.923, -4.095, -2.140], [-2.814, 0.957, -3.254], [1.830, -0.061, -1.535], [-3.397, -1.296, -1.829], [-3.658, 0.866, 2.686], [-0.040, -1.485, -0.891], [-0.382, 2.076, 1.021], [-0.259, 1.291, -0.052]], "charge": 2, "orbital_gap_ev": 8.3, "mol_weight_g_mol": 478.2}

---

ii.
{"formula": "C17H23AlCl2N3O5P", "method": "wB97M-V/def2-TZVPD", "species": ["C", "H", "H", "H", "O", "H", "O", "C", "H", "H", "H", "O", "C", "O", "C", "C", "N", "H", "H", "Al", "O", "C", "H", "H", "H", "P", "C", "C", "C", "H", "H", "H", "C", "H", "N", "C", "H", "H", "H", "C", "C", "C", "Cl", "N", "H", "Cl", "C", "H", "C", "H", "C", "H"], "positions_angstrom": [[-1.572, 2.394, 0.359], [1.352, 0.575, 0.502], [2.446, -3.251, -0.604], [-1.283, -0.291, 4.678], [-1.342, 0.107, -0.083], [0.360, -0.868, -3.200], [-1.711, 4.678, 0.728], [-2.080, 1.885, 3.036], [4.107, -1.689, 0.024], [1.761, -3.215, -2.231], [2.127, 0.684, -3.592], [-3.895, -3.555, -2.190], [3.942, -1.072, -0.858], [-1.673, -1.552, 1.853], [-1.996, -0.857, 4.083], [-2.960, -3.286, -1.515], [2.188, 0.094, -2.756], [4.910, -0.709, -1.210], [-1.837, -1.921, 4.237], [-1.491, -1.609, 0.114], [-2.613, -2.115, -1.056], [-1.859, 0.784, 2.166], [-2.994, -0.603, 4.442], [3.819, 1.256, -2.029], [-1.159, 5.898, 2.329], [0.815, -1.420, -0.848], [3.081, -1.115, -3.064], [-1.608, 1.082, 0.784], [-1.852, -0.537, 2.640], [-2.912, 5.855, 1.959], [0.209, 0.558, -2.156], [-2.198, 3.974, 3.302], [-1.782, 3.467, 1.240], [2.227, 1.731, -1.375], [3.102, 0.064, -0.512], [1.901, -0.322, 0.199], [2.188, -0.859, 1.107], [2.586, -1.721, -3.827], [-2.279, -5.384, -1.168], [2.866, 0.884, -1.639], [-1.898, -4.361, -1.144], [0.822, -0.326, -2.367], [-1.212, -3.978, 0.420], [3.311, -1.868, -1.894], [-2.293, 1.700, 4.076], [-0.667, -4.157, -2.383], [2.152, -2.591, -1.424], [-1.787, 6.682, 0.859], [-1.906, 5.835, 1.534], [4.028, -0.737, -3.463], [-2.036, 3.173, 2.601], [-1.406, 2.608, -0.685]], "charge": 2, "orbital_gap_ev": 8.3, "mol_weight_g_mol": 478.2}

---

Each structure's energy above the most stable one, in hartree: i 0.0000; ii 0.0113.